(1)
ORCA calculation (wB97M-V/def2-TZVPD) on a molecular structure, C13H19I2NO2SiTi.

XYZ file:
```
39
Properties=species:S:1:pos:R:3
I 3.5914 -3.6754 0.1533
I 4.3437 0.6313 1.3730
Ti 6.0881 -3.2658 0.8265
Si 1.0944 0.3955 0.1596
O 2.7790 2.2644 -1.4414
O 1.3645 0.6729 -1.5558
N 1.6247 1.9813 -1.7279
C -3.5942 0.9478 -2.0588
C 1.0049 1.9897 1.2376
C -4.7363 -0.6512 -0.0557
C -1.8388 -0.2786 -0.1097
C 4.1959 -1.0554 -1.4931
C -0.4268 -0.6887 0.5940
C -2.0736 0.6634 -1.4246
C -3.2186 -0.9311 0.5752
C 2.6610 -0.6262 0.7656
C -3.1860 -1.9010 1.9247
C -0.1710 3.0597 0.7829
C -4.9641 0.2769 -1.3982
C 3.0106 -1.6373 -0.5201
H 2.0126 2.6207 1.2647
H 2.2522 -1.3535 1.6118
H -0.9051 3.2680 1.6941
H -1.1611 1.1637 -1.9568
H -0.7210 2.7760 -0.2102
H 2.0521 -1.8195 -1.2080
H 0.7855 1.7242 2.3798
H 3.9883 0.0022 -1.9513
H 0.3531 4.1117 0.5731
H -5.6735 -1.1554 0.4407
H -3.7221 -1.2654 2.7788
H 4.2638 -1.8046 -2.4198
H -3.8298 -2.8883 1.7972
H -3.6778 1.6217 -3.0399
H -0.1335 -1.8353 0.4383
H -2.0967 -2.1115 2.3162
H -0.5921 -0.5861 1.7720
H -6.0119 0.4838 -1.9102
H 5.2684 -1.1246 -0.9776
```

Computed properties:
- total charge = +2
- lowest unoccupied orbital energy (eV) = -10.522
- energy (eV) = -66534.3381

***

(2)
ORCA calculation (wB97M-V/def2-TZVPD) on a molecular structure, C13H19IIrN3O3.

XYZ file:
```
40
Properties=species:S:1:pos:R:3
Ir 0.8247 0.2382 -0.9608
I -8.0176 -0.4986 1.5207
O 0.2769 1.2536 -2.4466
O -1.3394 1.6986 1.3499
O -1.2514 0.1433 -0.2321
N 1.8911 -1.0721 -2.2594
N 2.2795 1.7049 -0.5169
N 1.4422 -0.8725 0.7020
C -1.8637 0.8433 0.6677
C -5.9944 -0.0622 1.2342
C -3.9375 -0.4588 0.0980
C 3.0892 -0.1077 -2.3247
C 2.0876 1.6514 0.9770
C -4.0538 1.2002 1.8059
C 3.4139 0.8919 -1.1115
C -5.2745 -0.7550 0.2795
C 2.2901 -1.9863 0.1169
C 2.1164 0.1763 1.5549
C 2.0140 -2.2902 -1.4026
C -5.3907 0.9176 2.0015
C -3.3209 0.5164 0.8577
H -5.7441 -1.5190 -0.3218
H 3.1548 -0.0992 1.7264
H 1.4888 -1.1465 -3.1721
H 3.9971 -0.6933 -2.5451
H 1.6347 0.1983 2.5272
H 1.0804 -2.8454 -1.4703
H -3.5629 1.9603 2.3919
H 1.1213 2.0939 1.2164
H -5.9522 1.4605 2.7470
H -3.3589 -0.9863 -0.6432
H 0.6058 -1.2084 1.1377
H 2.8530 2.2585 1.4774
H 2.9237 0.5157 -3.1980
H 2.7979 -2.9430 -1.8034
H 4.1632 1.6053 -1.4912
H 3.3391 -1.7281 0.2261
H 2.1175 2.5124 -1.0604
H 3.9329 0.3364 -0.3381
H 2.1259 -2.9045 0.6825
```

Computed properties:
- 2S+1 = 5
- total charge = 0
- lowest unoccupied orbital energy (spin up / spin down) (eV) = 0.152 / 0.004
- energy (eV) = -35335.2895

***

(3)
ORCA calculation (wB97M-V/def2-TZVPD) on 2 unconnected molecules or ions with the total composition C13H19N.

XYZ file:
```
33
Properties=species:S:1:pos:R:3
N -2.0133 -0.0403 -0.5118
C -1.6326 3.4968 1.6541
C -0.9950 1.6594 -1.5745
C -1.9133 1.0382 0.3918
C -2.3225 1.1191 1.6944
C -1.1626 3.3682 0.3629
C 1.1253 -2.5182 1.5340
C 1.3479 -3.2017 -0.9107
C -1.3091 2.1246 -0.2787
C 1.7399 -2.2061 0.1757
C -0.2984 2.4055 -2.6403
C -2.2345 2.3985 2.2637
C -1.4392 0.3235 -1.6502
C 3.2493 -2.0547 0.2702
H 0.1227 1.7456 -3.3899
H -2.1414 -0.9664 -0.1232
H 0.5515 3.0026 -2.3106
H 3.6327 -1.3717 -0.4963
H 0.3162 -3.4869 -0.7582
H 0.1962 -3.0676 1.5078
H 1.7578 -4.2042 -0.7301
H -1.4394 4.3938 2.2260
H 3.8157 -2.9788 0.1362
H -1.4065 -0.4026 -2.4528
H -0.9844 3.0681 -3.1705
H -0.5839 4.1292 -0.1407
H 1.3065 -1.2584 -0.1596
H -2.5964 2.5299 3.2760
H -2.5687 0.2591 2.2989
H 1.5741 -2.9249 -1.9355
H 1.7862 -3.1696 2.0974
H 3.5666 -1.5694 1.1974
H 0.9523 -1.6407 2.1469
```

Computed properties:
- 2S+1 = 2
- total charge = +1
- lowest unoccupied orbital energy (spin up / spin down) (eV) = -3.689 / -6.954
- energy (eV) = -15271.8933

***

(4)
ORCA calculation (wB97M-V/def2-TZVPD) on a gas-phase ion, C13H19N2 (charge +1).

XYZ file:
```
34
Properties=species:S:1:pos:R:3
N -0.5156 1.2459 0.4486
N -1.5787 -0.6953 0.7698
C 0.7489 0.2124 -3.4142
C -0.1305 2.5647 0.9910
C 0.1070 0.7859 -0.6888
C 0.8165 -0.7718 -2.5182
C -1.9386 1.3240 2.4245
C 0.6418 -0.5482 -1.1251
C -0.6252 -1.4547 1.6546
C 1.0855 -1.6291 -0.2613
C 0.3128 1.7871 -1.6225
C 1.8140 -2.8249 -0.7643
C -1.6615 0.7674 1.0811
C 0.8448 -1.3600 1.1960
C 0.5303 1.5343 -2.9746
H 2.3589 -2.6960 -1.6619
H 1.2175 -0.3979 1.5081
H -2.5041 -1.1619 0.6979
H -0.0340 2.8234 -1.5542
H 2.2681 -3.4033 -0.0061
H 1.1898 -1.7386 -2.9783
H -0.8927 -2.4841 1.8062
H 1.0370 -3.4176 -1.1930
H -2.4993 0.5787 2.9680
H 1.3509 -2.0080 1.8202
H -0.0171 2.4160 2.1658
H -1.1357 1.5542 3.1004
H -2.6280 2.1487 2.4247
H -0.7855 3.4400 0.9077
H 0.8378 2.9366 0.7195
H 0.3651 2.1909 -3.8665
H -0.9373 -0.8177 -0.1422
H -0.5982 -1.0694 2.6354
H 0.9554 0.1684 -4.5482
```

Computed properties:
- total charge = +1
- lowest unoccupied orbital energy (spin up / spin down) (eV) = -3.537 / -3.925
- energy (eV) = -16757.7744

***

(5)
ORCA calculation (wB97M-V/def2-TZVPD) on a molecular structure, C13H19N4O5RuS2.

XYZ file:
```
44
Properties=species:S:1:pos:R:3
Ru -0.3224 -0.2843 0.8161
S -0.4828 -1.2883 2.9771
S -0.3355 -3.9825 4.2079
O 2.2359 3.0834 2.5772
O 0.5068 -1.8156 -0.2356
O -0.7681 -3.4827 1.6552
O 0.7681 2.2827 1.0643
O 2.0120 -3.4488 0.0505
N -1.5014 1.2815 1.6228
N -0.7190 0.7177 -1.0617
N 1.7571 -0.1593 1.2832
N -2.0612 -1.3188 0.2363
C -2.2645 1.9180 0.5234
C 2.4200 0.8355 1.8753
C -1.4666 -0.2528 -1.8915
C 3.6191 -1.6097 1.6025
C -1.4293 1.9932 -0.7579
C 4.2846 -0.6034 2.2878
C 1.7671 2.2160 1.8568
C -0.6581 -4.8927 1.4120
C 2.3581 -1.3461 1.1139
C -0.5328 -3.0266 2.8946
C 1.5931 -2.3362 0.2718
C -2.5949 -0.8713 -1.0683
C 3.6854 0.6363 2.4066
H -3.1749 1.3412 0.3727
H 5.2686 -0.7799 2.7020
H 0.3302 -5.2417 1.7022
H -3.3751 -0.1350 -0.8929
H -1.5881 -2.2220 0.1473
H 4.1606 1.4777 2.8905
H -2.7773 -1.4387 0.9459
H 0.1605 0.9385 -1.5147
H -0.7568 -1.0256 -2.1827
H -0.7629 1.9352 1.9129
H -2.1062 1.0510 2.4047
H -2.5663 2.9306 0.7987
H -1.4203 -5.4305 1.9727
H -0.6564 2.7443 -0.6180
H -1.8711 0.2220 -2.7892
H -2.0674 2.2820 -1.5976
H 4.0413 -2.5894 1.4304
H -0.7926 -5.0034 0.3397
H -3.0518 -1.7003 -1.6103
```

Computed properties:
- 2S+1 = 2
- total charge = 0
- lowest unoccupied orbital energy (spin up / spin down) (eV) = -0.061 / -0.932
- energy (eV) = -54241.9525

***

(6)
ORCA calculation (wB97M-V/def2-TZVPD) on 4 unconnected molecules or ions with the total composition C13H19N5O.

XYZ file:
```
38
Properties=species:S:1:pos:R:3
O 0.9408 0.2055 -1.2936
N 0.5643 -2.4584 -3.2661
N -1.7545 1.0370 -1.5663
N 0.1823 0.9529 5.0831
N 0.7830 -0.7453 0.7755
N 1.9631 1.0269 0.5821
C -0.4162 1.0602 3.8522
C -3.0516 0.9778 -1.6459
C -2.6472 2.9553 -1.1185
C -3.7243 2.0962 -1.2081
C 1.1944 0.1904 -0.0409
C 1.2642 -3.1468 -4.1682
C 1.4271 2.3023 3.8521
C 0.3274 -3.3657 -2.2128
C -1.4450 2.3143 -1.3478
C 0.2982 1.9839 3.0820
C 1.3161 1.7229 5.1180
C 1.4473 -4.4680 -3.7974
C 0.9816 -4.6177 -2.5018
H 2.7998 1.4053 0.1617
H 1.8485 1.6840 6.0568
H 1.5295 -2.5716 -5.0430
H 1.7386 1.1271 1.5617
H -0.2352 -2.9796 -1.3756
H -1.2864 0.4430 3.6843
H 0.9181 -5.4436 -1.8087
H 0.0995 2.4807 2.1439
H 1.8493 -5.1883 -4.4944
H -0.4061 2.6095 -1.3463
H -1.0903 0.2986 -1.7497
H -2.7472 4.0189 -0.9605
H -4.7813 2.3139 -1.2482
H -3.5707 0.0656 -1.9007
H 0.5083 -1.5250 0.1953
H 0.7950 -0.7521 1.7854
H -0.1275 0.3751 5.8514
H 2.1260 3.0799 3.5812
H 0.3811 -1.4652 -3.2726
```

Computed properties:
- 2S+1 = 2
- total charge = +1
- lowest unoccupied orbital energy (spin up / spin down) (eV) = -3.548 / -7.510
- energy (eV) = -23277.7240

***

Maximum force values (in eV/A) by entry order: 5.1; 7.7; 1.6; 3.5; 0.3; 6.2.